(1)
Density functional theory data (wB97M-V/def2-TZVPD) for 13 unconnected molecules or ions with the total composition C66H169N11O24.

Geometry as XYZ:
```
270
Properties=species:S:1:pos:R:3:forces:R:3
O 2.953 -0.132 -2.405 0.02 0.07 -0.95
H 2.490 0.534 -1.896 -0.54 0.49 0.47
H 3.312 -0.729 -1.748 0.47 -0.60 0.49
O 5.041 -4.424 2.167 0.44 -0.24 0.38
H 5.791 -3.848 2.020 0.27 0.16 0.10
H 4.328 -4.021 1.671 -0.58 0.01 -0.30
C 10.200 -3.467 12.022 -0.24 -0.01 -1.14
O 9.813 -2.475 11.056 0.75 0.54 0.08
C 10.585 -2.389 9.838 -0.44 0.11 -0.05
C 9.955 -1.315 8.867 -1.09 -1.97 1.34
N 8.707 -1.912 8.337 0.07 0.76 -1.97
C 7.817 -0.953 7.608 0.74 0.33 0.27
C 6.544 -1.521 7.038 -1.38 0.06 -0.40
O 5.738 -0.525 6.284 1.44 -1.02 1.10
C 4.671 -1.159 5.593 0.06 0.21 0.94
H 9.483 -3.385 12.839 0.28 0.06 0.00
H 11.238 -3.428 12.353 0.09 0.70 0.19
H 10.131 -4.466 11.591 -0.36 -0.24 -0.19
H 10.600 -3.408 9.451 -0.34 -0.01 -0.80
H 11.649 -2.178 9.942 0.13 0.47 0.81
H 10.681 -1.013 8.112 -0.18 -0.41 -0.35
H 9.721 -0.411 9.430 0.13 0.18 0.40
H 8.219 -2.494 9.003 0.04 0.36 0.24
H 8.306 -0.481 6.756 0.69 -0.19 0.06
H 7.579 -0.125 8.275 -0.34 0.26 0.14
H 5.965 -1.904 7.879 -0.53 -0.03 0.09
H 6.690 -2.370 6.371 0.46 -0.07 -0.10
H 5.013 -1.799 4.780 0.08 0.19 -0.36
H 4.002 -0.355 5.288 0.18 -0.11 -0.39
H 4.104 -1.802 6.267 -0.11 -0.06 0.09
C 3.331 -4.722 5.205 -0.75 -0.23 -1.64
O 3.037 -3.920 6.290 1.19 0.42 2.23
C 3.718 -4.368 7.497 -1.58 -0.57 0.72
C 3.240 -3.560 8.718 1.42 1.51 -0.86
N 3.885 -3.882 10.026 -1.15 -0.90 -3.34
C 3.002 -4.912 10.594 1.57 1.70 2.22
C 3.792 -5.484 11.802 -1.74 -0.72 -0.89
O 4.892 -6.253 11.402 0.50 0.94 0.72
C 4.586 -7.391 10.661 0.12 0.50 0.03
H 2.908 -4.218 4.336 0.29 0.33 -0.17
H 2.757 -5.648 5.191 0.19 -0.54 0.53
H 4.382 -4.916 4.989 0.14 0.10 0.31
H 4.805 -4.295 7.535 0.15 0.06 -0.78
H 3.424 -5.408 7.634 0.25 -0.40 -0.03
H 2.158 -3.463 8.799 -0.22 -0.29 -0.15
H 3.629 -2.578 8.447 -0.35 0.51 0.11
H 3.825 -2.991 10.500 -0.07 -0.35 0.76
H 2.645 -5.700 9.931 0.57 0.29 -0.35
H 2.107 -4.371 10.902 -0.45 -0.42 0.56
H 3.008 -6.088 12.259 0.21 -0.58 0.88
H 4.143 -4.739 12.517 -0.07 0.12 -0.30
H 5.561 -7.736 10.317 -0.33 -0.47 -0.10
H 3.955 -7.098 9.821 0.07 -0.52 -0.29
H 4.062 -8.095 11.307 -0.01 -0.48 -0.18
C 2.113 -1.297 3.160 -0.21 -0.26 -0.79
O 1.888 -0.040 2.573 -0.12 0.77 1.18
C 1.608 -0.089 1.204 0.08 0.57 0.31
C 1.139 1.313 0.744 0.32 -0.08 0.29
N 0.991 1.386 -0.693 -0.77 -1.24 -0.79
C -0.138 0.491 -1.177 1.70 1.40 -0.47
C -0.565 0.898 -2.621 -1.17 -1.05 1.18
O -1.636 -0.038 -2.889 0.12 0.67 -0.80
C -2.515 0.353 -3.944 0.00 -0.43 -0.14
H 1.238 -1.930 3.016 -0.24 -0.22 -0.03
H 2.294 -1.251 4.234 0.09 0.40 -0.21
H 2.949 -1.760 2.635 0.34 -0.36 0.21
H 0.857 -0.861 1.037 -0.40 -0.03 -0.26
H 2.520 -0.413 0.704 0.14 0.14 -0.62
H 1.795 2.120 1.070 0.81 -0.38 -0.11
H 0.244 1.656 1.263 -0.73 -0.70 0.22
H 0.788 2.340 -0.953 -0.09 0.18 -0.03
H -0.952 0.514 -0.453 -0.50 0.26 -0.21
H 0.231 -0.534 -1.163 0.00 -0.07 -0.35
H 0.222 0.882 -3.375 0.34 -0.60 0.07
H -0.945 1.918 -2.684 -0.29 0.29 0.43
H -3.107 1.236 -3.702 0.09 0.24 0.19
H -3.219 -0.449 -4.165 0.04 -0.22 0.49
H -2.033 0.502 -4.911 0.52 0.23 0.05
C -6.155 0.129 -4.114 0.04 1.01 0.28
O -5.709 1.124 -5.058 -1.18 -0.51 0.11
C -6.722 1.444 -6.058 1.52 0.14 0.19
C -6.216 2.721 -6.822 -1.07 -2.04 0.15
N -4.946 2.551 -7.535 -0.60 0.80 0.11
C -4.228 3.820 -7.595 1.70 -0.29 -0.35
C -2.729 3.602 -7.913 -0.21 -0.18 0.53
O -2.083 2.814 -6.951 -0.24 -1.03 1.16
C -2.014 3.341 -5.628 1.13 0.39 -0.97
H -6.063 -0.896 -4.472 0.22 0.02 -0.09
H -7.171 0.285 -3.751 -0.56 0.15 -0.69
H -5.641 0.307 -3.170 0.79 -0.34 -0.27
H -7.687 1.561 -5.565 -0.04 0.73 0.13
H -6.896 0.581 -6.700 0.44 -0.10 -0.42
H -6.235 3.517 -6.079 0.26 0.25 -0.14
H -6.989 2.885 -7.574 -0.19 0.50 0.03
H -4.374 1.839 -7.103 0.19 0.13 0.25
H -4.305 4.363 -6.653 0.12 0.11 0.41
H -4.511 4.569 -8.334 -0.90 -0.42 -0.43
H -2.199 4.551 -7.988 -0.16 0.47 0.00
H -2.507 3.050 -8.825 -0.64 0.14 -0.26
H -1.265 2.733 -5.120 -0.17 -0.01 0.13
H -2.920 3.406 -5.025 -0.37 -0.28 -0.33
H -1.593 4.338 -5.756 0.00 0.42 0.47
C 5.143 2.924 -1.195 -1.05 1.56 -0.42
O 4.701 4.196 -1.758 0.33 -0.19 -0.02
C 4.190 4.069 -3.128 1.31 0.31 1.68
C 3.492 5.393 -3.520 -0.60 -2.54 -0.52
N 2.270 5.534 -2.725 -0.32 -0.87 0.51
C 1.179 4.634 -3.204 -0.45 1.25 -0.04
C -0.083 4.779 -2.308 1.92 0.40 -0.99
O 0.219 4.200 -1.067 0.06 -0.87 0.28
C -0.926 4.190 -0.266 -0.78 -0.11 0.80
H 5.692 3.112 -0.272 0.39 0.29 -0.32
H 5.725 2.395 -1.950 0.02 -0.31 0.25
H 4.252 2.396 -0.854 -0.10 -0.55 -0.46
H 3.578 3.171 -3.049 -0.55 0.13 -0.81
H 5.054 3.874 -3.763 0.00 -0.11 -0.31
H 3.127 5.184 -4.525 0.40 0.47 -0.51
H 4.213 6.211 -3.532 -0.38 0.16 0.37
H 2.534 5.020 -1.897 0.04 0.73 1.06
H 1.443 3.578 -3.264 0.21 -0.27 0.23
H 0.952 4.922 -4.231 -0.31 0.15 -0.06
H -0.910 4.293 -2.825 -0.37 -0.07 0.20
H -0.269 5.835 -2.107 -0.33 0.19 -0.44
H -1.236 5.218 -0.074 -0.31 0.03 0.06
H -0.821 3.673 0.688 0.88 0.19 0.11
H -1.741 3.605 -0.693 -0.26 0.23 -0.65
C 4.957 0.892 1.941 1.00 -0.14 -1.15
O 5.479 -0.396 1.374 -0.99 1.12 0.42
C 6.078 -0.317 0.054 -0.88 0.00 0.09
C 5.833 -1.640 -0.794 0.33 2.23 1.81
N 4.432 -2.035 -0.696 1.06 -0.10 -0.05
C 4.303 -3.420 -1.104 -0.82 -0.16 -0.15
C 2.879 -3.831 -0.777 -0.38 0.17 -1.11
O 2.798 -3.918 0.634 -0.47 -0.64 -0.67
C 1.610 -4.465 1.153 -0.19 0.44 1.94
H 4.329 1.458 1.254 -0.24 -0.54 -0.56
H 5.769 1.594 2.132 0.49 -0.28 0.14
H 4.370 0.841 2.858 0.24 -1.12 -0.08
H 7.141 -0.105 0.167 0.20 -0.24 -0.06
H 5.656 0.531 -0.486 -0.25 -0.03 -0.04
H 6.537 -2.357 -0.371 -0.05 -0.57 -0.16
H 6.126 -1.391 -1.814 -0.11 -0.22 -0.10
H 4.219 -2.081 0.290 -0.13 0.65 0.40
H 4.966 -4.057 -0.520 0.22 -0.28 0.01
H 4.584 -3.532 -2.152 -0.35 -0.04 -0.11
H 2.542 -4.687 -1.361 0.40 -1.01 0.63
H 2.141 -3.124 -1.156 0.16 0.83 0.20
H 1.824 -4.589 2.215 0.24 -0.53 0.10
H 1.237 -5.419 0.782 0.46 0.02 -0.59
H 0.784 -3.762 1.263 -0.19 0.41 -0.97
C -2.806 4.407 6.744 0.17 -0.76 0.24
O -2.512 5.272 5.696 -0.07 0.95 -0.51
C -1.772 6.407 6.135 0.55 0.61 0.11
C -0.249 6.141 6.218 -1.23 -0.84 -0.12
N 0.416 6.020 4.941 0.71 0.52 -0.44
C 1.867 6.174 5.070 0.32 0.75 -0.41
C 2.551 6.190 3.690 -1.90 0.85 1.57
O 2.709 4.854 3.355 0.39 0.39 -1.17
C 2.913 4.719 1.965 1.28 -2.08 0.00
H -3.500 3.632 6.420 0.09 0.05 -0.30
H -3.276 4.896 7.598 0.07 0.29 0.13
H -1.874 3.929 7.047 -0.08 -0.33 0.51
H -2.107 6.708 7.128 -0.08 -0.20 0.37
H -2.030 7.270 5.522 0.17 -0.26 -0.52
H -0.244 5.185 6.740 0.55 -0.22 0.51
H 0.284 6.864 6.836 -0.28 0.18 -0.03
H 0.325 5.092 4.553 -0.60 -0.11 -0.06
H 2.272 5.370 5.684 0.44 -0.14 0.06
H 2.115 7.116 5.561 -0.28 0.12 0.18
H 3.391 6.883 3.671 0.92 -0.70 0.08
H 1.844 6.676 3.017 -0.32 -0.06 -0.27
H 3.096 3.648 1.882 -0.49 -0.29 -0.45
H 3.885 5.075 1.624 -0.01 0.91 0.10
H 2.120 5.019 1.280 -0.28 0.29 0.37
C -2.558 -2.101 0.174 0.13 0.22 -0.35
O -2.547 -1.410 1.374 0.25 0.46 1.33
C -3.597 -0.483 1.474 0.54 0.76 1.15
C -3.488 0.325 2.796 0.24 -0.22 -1.32
N -2.316 1.195 2.838 -1.00 -0.01 -0.01
C -2.187 1.834 4.149 1.46 0.63 -0.83
C -0.756 2.451 4.237 -0.72 -1.35 0.32
O 0.128 1.376 4.551 -0.45 0.15 -0.24
C 1.439 1.654 4.991 -0.42 -0.44 0.55
H -1.566 -2.547 0.101 -0.27 -0.47 -0.28
H -2.692 -1.404 -0.654 0.11 0.07 -0.37
H -3.397 -2.796 0.156 0.14 -0.50 -0.15
H -4.561 -0.991 1.489 -0.24 -0.05 -0.32
H -3.478 0.198 0.631 -0.51 0.25 -0.23
H -3.561 -0.375 3.628 0.22 -0.23 0.30
H -4.374 0.956 2.854 -0.16 0.09 -0.01
H -1.482 0.724 2.516 0.15 -0.26 0.47
H -2.409 1.119 4.941 0.26 0.06 0.41
H -2.867 2.683 4.219 -0.35 -0.08 -0.08
H -0.729 3.275 4.949 0.12 -0.06 0.31
H -0.577 2.845 3.236 0.39 0.23 -0.15
H 1.930 0.689 5.113 0.12 0.02 -0.62
H 1.414 1.977 6.032 -0.03 0.87 0.09
H 1.995 2.321 4.332 0.05 0.06 0.06
C -0.939 -7.923 -4.680 0.28 0.14 -0.89
O -1.074 -6.641 -4.199 -0.99 1.44 1.64
C -0.444 -6.501 -2.927 -0.37 1.58 -0.29
C -0.456 -4.981 -2.604 -0.25 -0.90 -0.84
N 0.172 -4.310 -3.713 1.38 0.90 -0.06
C 0.215 -2.847 -3.581 -1.07 0.37 -1.88
C 0.528 -2.103 -4.948 -0.01 -1.76 2.16
O -0.587 -2.025 -5.844 0.76 0.60 0.92
C -0.176 -1.218 -6.927 0.01 -0.33 -0.93
H -1.273 -8.663 -3.952 0.34 -0.32 0.01
H 0.117 -7.917 -4.952 0.23 -1.45 -0.16
H -1.555 -7.996 -5.576 0.07 -0.15 -0.02
H 0.583 -6.855 -3.022 0.24 -0.04 0.21
H -0.971 -7.042 -2.141 -0.12 -0.32 -0.03
H 0.025 -4.786 -1.645 0.17 0.07 -0.03
H -1.477 -4.601 -2.582 -0.54 -0.33 0.67
H -0.362 -4.561 -4.533 0.04 0.06 -0.20
H 0.938 -2.486 -2.850 0.14 -0.28 0.00
H -0.767 -2.458 -3.309 -0.29 0.16 0.48
H 1.343 -2.702 -5.354 0.19 0.21 -0.64
H 0.922 -1.148 -4.602 -0.19 0.43 -0.57
H 0.403 -0.347 -6.623 -0.08 0.11 0.21
H -1.008 -0.891 -7.552 -0.36 -0.03 0.44
H 0.443 -1.815 -7.598 0.37 -0.05 -0.08
C -8.428 -8.191 -11.526 1.01 -0.21 0.64
O -8.435 -8.056 -10.089 0.56 0.43 -0.47
C -7.449 -7.081 -9.690 -0.72 0.49 -0.55
C -7.587 -6.718 -8.253 0.32 -0.01 1.32
N -6.766 -5.549 -7.879 0.53 0.42 -0.90
C -6.889 -5.159 -6.504 -0.61 -0.41 1.22
C -5.970 -4.076 -5.997 0.69 1.52 -1.17
O -4.576 -4.297 -6.082 -0.10 -1.01 0.22
C -3.833 -3.199 -5.628 1.21 -0.01 -0.65
H -7.397 -8.386 -11.821 0.20 -0.01 -0.24
H -8.736 -7.286 -12.048 -0.31 0.12 0.18
H -8.991 -9.060 -11.868 -0.34 0.18 0.47
H -7.593 -6.173 -10.276 0.20 0.06 -0.32
H -6.411 -7.413 -9.733 0.09 -0.44 -0.99
H -7.182 -7.589 -7.739 -0.53 -0.31 0.69
H -8.627 -6.544 -7.979 0.03 0.03 0.07
H -5.784 -5.781 -7.918 0.26 -0.28 -0.82
H -6.779 -6.046 -5.880 -0.19 -0.21 0.54
H -7.881 -4.732 -6.359 -0.23 -0.18 0.24
H -6.184 -3.705 -4.995 -0.54 -0.46 0.29
H -6.117 -3.229 -6.667 -0.49 0.48 -0.12
H -4.022 -2.279 -6.181 -0.63 0.23 -0.06
H -2.791 -3.394 -5.880 0.05 -0.24 0.22
H -3.871 -2.999 -4.557 -0.42 -0.16 0.23
C -5.119 3.289 -1.824 -0.54 0.77 -0.71
O -5.391 4.672 -1.528 0.85 -0.99 0.51
C -6.295 5.330 -2.372 -0.06 0.61 -0.77
C -5.993 5.377 -3.886 -0.34 0.09 1.08
N -7.049 6.100 -4.570 -0.41 0.15 -0.63
C -6.644 6.545 -5.900 -0.83 -0.52 0.18
C -7.509 7.718 -6.372 1.65 1.68 -1.32
O -7.119 8.967 -5.711 1.01 -1.86 0.77
C -7.916 10.075 -5.966 -1.03 -0.85 -0.43
H -6.061 2.745 -1.889 -0.13 -0.15 -0.27
H -4.509 2.754 -1.096 0.03 0.77 0.46
H -4.578 3.261 -2.770 -0.10 -0.38 -0.21
H -6.248 6.367 -2.038 -0.30 0.03 0.22
H -7.319 4.965 -2.296 -0.18 -0.23 0.38
H -5.987 4.347 -4.243 0.36 0.08 -0.31
H -5.044 5.895 -4.029 0.53 -0.31 -0.14
H -7.325 6.978 -4.154 0.22 -0.14 1.03
H -6.707 5.722 -6.611 -0.57 -0.09 -0.23
H -5.567 6.711 -5.904 0.20 1.05 -0.12
H -8.586 7.619 -6.506 -0.25 -0.49 1.17
H -7.237 7.894 -7.412 0.32 -0.12 -0.44
H -8.825 9.938 -5.380 -0.35 0.57 0.08
H -8.202 10.025 -7.017 -0.11 0.60 -0.30
H -7.419 11.015 -5.726 0.14 -0.28 0.03
```
Forces are in eV/Å.

As for the energy relative to the best compared isomer or geometry (same formula, charge and spin): 82.0 kcal per mole. For the HOMO energy, the calculation gives -8.421 eV. The value obtained for the maximum force is 3.65 eV/A. The net charge is 0.



(2)
Density functional theory data (wB97M-V/def2-TZVPD) for C11H10N2 in the gas phase.

Geometry as XYZ:
```
23
Properties=species:S:1:pos:R:3:forces:R:3
C -0.681 -0.980 1.139 -0.94 0.37 0.44
C -1.623 -0.266 1.745 -0.11 0.55 -0.46
C -1.092 1.002 2.438 -0.44 0.18 -1.06
C -0.788 2.159 1.376 1.43 1.58 3.93
N 0.496 2.148 0.678 -0.11 -0.07 0.12
C 0.759 1.265 -0.095 0.47 -2.11 0.15
C 1.011 0.136 -0.780 -0.07 2.53 -0.05
C 0.619 0.208 -2.172 0.78 -2.91 -0.99
C 0.828 -0.859 -3.015 -0.89 0.23 0.35
C 1.381 -2.152 -2.506 -1.65 4.15 -0.85
C 1.546 -2.176 -1.218 3.01 -2.81 2.34
C 1.387 -1.131 -0.105 -2.62 -1.30 -2.81
N 0.274 -1.601 0.762 0.81 -0.50 0.88
H -2.697 -0.390 1.532 0.78 0.10 -0.11
H -0.165 0.682 2.931 -0.26 0.67 0.39
H -1.863 1.497 3.102 1.03 -0.97 -0.34
H -1.579 2.200 0.710 -1.55 0.24 -1.41
H -0.727 3.123 2.014 -0.50 -1.36 -1.16
H 0.064 1.074 -2.426 -0.23 0.67 -0.73
H 0.392 -0.893 -4.001 0.09 0.48 -0.26
H 1.617 -2.985 -3.111 0.14 -0.51 -0.67
H 2.116 -3.121 -1.058 -0.63 0.66 1.48
H 2.204 -1.105 0.544 1.45 0.13 0.81
```
Forces are in eV/Å.

As for the energy relative to the best compared isomer or geometry (same formula, charge and spin): 120.0 kcal per mole. For the HOMO energy, the calculation gives -7.698 eV. Its SMILES is C1=CCCN=C=C2C=CC=C[C@@H]2N=1. The value obtained for the maximum force is 4.73 eV/A. The net charge is 0.



(3)
Density functional theory data (wB97M-V/def2-TZVPD) for 3 unconnected molecules or ions with the total composition C4H15NO2S.

Geometry as XYZ:
```
23
Properties=species:S:1:pos:R:3:forces:R:3
C 0.194 0.124 -1.447 1.50 -0.87 -0.09
S -0.168 1.280 -0.121 -0.88 1.79 -0.17
C 0.747 0.873 1.317 1.85 -1.99 1.71
C 0.415 -0.627 1.709 0.68 -0.24 -2.51
C 1.683 -1.464 2.017 0.09 -2.12 -6.14
N 1.500 -2.945 2.052 -0.78 0.22 1.25
H 0.464 0.789 -2.252 -0.23 -0.04 -0.58
H -0.635 -0.524 -1.711 -0.28 0.21 0.08
H 1.080 -0.553 -1.367 -0.55 0.66 0.55
H 0.736 1.552 2.177 -1.75 0.29 -0.28
H 1.850 1.028 1.280 -0.24 -0.79 -1.21
H -0.217 -1.025 0.810 1.39 0.23 1.65
H -0.206 -0.760 2.556 -0.86 0.37 0.95
H 2.580 -1.380 1.179 -2.26 0.62 2.12
H 1.987 -1.184 2.922 1.86 1.23 3.54
H 1.159 -3.231 2.985 0.34 0.23 -0.60
H 0.753 -3.246 1.435 0.12 0.19 -0.27
O 2.387 2.266 -5.286 -1.77 1.29 2.94
H 2.979 2.623 -4.528 -1.68 -0.88 -1.88
H 1.399 2.413 -4.939 3.45 -0.41 -1.05
O -7.251 1.512 -0.233 -5.06 1.72 0.28
H -7.012 0.660 -0.362 0.11 -4.89 -0.73
H -6.425 1.821 -0.191 4.96 3.17 0.45
```
Forces are in eV/Å.

As for the energy relative to the best compared isomer or geometry (same formula, charge and spin): 64.9 kcal per mole. For the HOMO energy, the calculation gives -8.595 eV. Its SMILES is CSCCCN.O.O. The value obtained for the maximum force is 6.50 eV/A. The net charge is 0.



no.,gap between HOMO and LUMO (eV)
1,9.00
2,8.39
3,9.02